Entry from the Open Molecules 2025 dataset: C47H42HfN9OSeTe as an isolated structure (ωB97M-V/def2-TZVPD).

molecular weight: 1133.965 g mol⁻¹
max |F|: 0.00887 hartree/bohr
net charge: +2
orbital gap (spin up / spin down): 7.204 / 5.816 eV
total energy: -5101.2165 Ha
2S+1: 2
E_HOMO (spin up / spin down): -12.3473 / -12.3474 eV

Last column: Löwdin charge in e.
Atoms and positions in Å:
Hf 0.40 -0.44 2.37  1.0126
N -9.88 2.82 3.40  0.1894
C -8.77 2.65 3.16  -0.1652
C -7.38 2.45 2.85  -0.2091
C -6.91 1.17 2.57  0.0019
C -5.58 0.97 2.26  0.0056
C -4.71 2.05 2.27  -0.1871
C -5.16 3.33 2.56  0.0060
C -6.50 3.53 2.85  0.0033
N -3.33 1.85 1.96  -0.0018
C -2.56 2.61 1.11  -0.0116
C -1.32 2.06 1.13  -0.1353
N -1.32 0.97 1.98  -0.1166
C -2.55 0.88 2.46  -0.1378
H -7.60 0.33 2.57  0.1317
H -5.22 -0.02 2.02  0.1241
H -4.47 4.16 2.58  0.1251
H -6.87 4.52 3.08  0.1324
H -2.97 3.45 0.57  0.1371
H -0.44 2.37 0.59  0.0916
H -2.88 0.14 3.18  0.0940
C -3.82 -1.85 -7.50  -0.0272
C -3.08 -1.52 -6.24  -0.2341
C -3.22 -2.30 -5.10  0.0086
C -2.55 -2.02 -3.91  -0.2767
C -2.79 -2.93 -2.73  -0.0473
C -1.70 -0.91 -3.90  -0.3373
Te -0.57 -0.25 -2.24  1.9782
N 0.65 -0.71 0.27  -0.0931
C 0.22 -1.83 -0.13  -0.5969
O -0.49 -1.96 -1.29  -0.3762
C 0.39 -3.12 0.56  -0.2248
C -0.62 -4.09 0.58  -0.0202
C -0.48 -5.21 1.38  -0.0410
C 0.67 -5.39 2.14  -0.0458
C 1.69 -4.45 2.10  -0.0617
C 1.55 -3.32 1.31  -0.0929
C 1.37 -0.30 -3.03  -0.3244
C 2.17 0.82 -2.78  -0.3032
C 1.75 1.97 -1.90  -0.0730
C 3.42 0.89 -3.39  0.0003
C 3.87 -0.12 -4.23  -0.2342
C 5.21 -0.03 -4.90  -0.0281
C 3.06 -1.23 -4.43  0.0072
C 1.81 -1.35 -3.86  -0.2582
C 0.99 -2.58 -4.16  -0.0267
C -1.58 -0.07 -5.01  -0.3006
C -0.72 1.18 -5.01  -0.0582
C -2.27 -0.39 -6.17  0.0043
H -4.31 -2.82 -7.44  0.0831
H -3.15 -1.85 -8.36  0.0914
H -4.59 -1.09 -7.70  0.0952
H -3.88 -3.16 -5.13  0.1276
H -3.66 -3.55 -2.91  0.0903
H -2.96 -2.36 -1.81  0.0756
H -1.94 -3.59 -2.56  0.0791
H -1.52 -3.94 -0.01  0.1147
H -1.27 -5.94 1.42  0.1190
H 0.76 -6.26 2.77  0.1183
H 2.60 -4.61 2.67  0.1146
H 2.36 -2.61 1.22  0.0925
H 1.00 1.68 -1.17  -0.0049
H 1.36 2.80 -2.50  0.0965
H 2.61 2.35 -1.35  0.0902
H 4.04 1.75 -3.21  0.1280
H 5.76 0.86 -4.60  0.0817
H 5.10 -0.01 -5.98  0.0954
H 5.82 -0.90 -4.66  0.0922
H 3.42 -2.04 -5.07  0.1336
H 1.65 -3.40 -4.46  0.0939
H 0.30 -2.40 -4.99  0.0931
H 0.42 -2.92 -3.30  0.0609
H -0.80 1.74 -4.06  0.0546
H -1.04 1.86 -5.79  0.0955
H 0.33 0.95 -5.18  0.0882
H -2.18 0.25 -7.03  0.1332
N 1.24 1.79 2.80  0.1431
C 1.56 2.70 3.44  -0.1004
C 1.91 3.77 4.30  -0.2067
C 2.61 3.64 5.46  0.1070
N 3.46 2.88 6.10  0.1162
C 1.36 5.05 3.94  -0.1892
N 0.94 6.07 3.62  0.1917
C 1.52 0.54 5.66  -0.0130
N 2.58 0.33 4.68  -0.0934
C 2.46 -0.45 3.58  -0.2118
Se -0.86 -1.85 3.83  0.0749
N 3.71 -0.53 3.06  0.1283
C 4.61 0.27 3.74  -0.1568
C 5.95 0.57 3.56  0.0247
C 6.48 1.57 4.34  -0.0371
C 5.69 2.31 5.23  0.0124
C 4.36 1.99 5.41  -0.1438
C 3.85 0.89 4.73  -0.1090
H 0.75 -0.21 5.49  0.0200
H 1.08 1.53 5.58  0.0775
H 1.93 0.41 6.66  0.1134
H 3.92 -1.05 2.23  0.1519
H 6.55 0.07 2.81  0.1270
H 7.52 1.84 4.23  0.1225
H 6.10 3.17 5.73  0.1315
H 3.60 3.07 7.08  0.1782